Computed, not measured: 7 unconnected molecules or ions with the total composition C32H49N7O4 in a non-equilibrium geometry, with ωB97M-V/def2-TZVPD.

CARTESIAN COORDINATES (ANGSTROEM)
O: -0.3171 1.3713 3.0384
C: -0.5081 2.0733 2.0379
O: -1.2347 3.2927 1.8986
C: -1.9389 3.2840 0.6311
C: -3.4471 2.7580 0.6595
C: -4.5474 3.1928 -0.3231
C: -5.9304 2.5834 -0.2179
N: -6.4685 1.6104 0.6666
C: -5.4209 1.2543 1.5568
C: -3.9817 1.7116 1.6525
C: -1.1948 2.0321 -0.0952
O: -0.9345 2.1328 -1.5018
O: -0.0264 1.7129 0.7206
H: -1.8690 4.2374 -0.0111
H: -4.3159 3.9610 -1.1328
H: -6.6866 2.9455 -1.0116
H: -5.7267 0.4422 2.3170
H: -3.2919 1.2780 2.4506
H: -1.8051 1.0548 0.0118
H: -1.5668 1.5355 -1.9519
C: -11.1787 3.1159 -0.8757
C: -10.9845 1.8508 -0.0465
C: -9.6516 1.1531 -0.3281
C: -9.5834 0.7473 -1.7720
N: -9.5297 0.4294 -2.9068
H: -11.2031 2.8964 -1.9461
H: -12.1274 3.5949 -0.6213
H: -10.3741 3.8340 -0.6894
H: -11.8127 1.1639 -0.2486
H: -11.0337 2.1103 1.0150
H: -9.5540 0.2631 0.2981
H: -8.8147 1.8183 -0.1031
C: 2.9176 0.6070 -0.6930
C: 3.1129 -0.6523 0.1449
C: 4.4515 -1.3459 -0.1225
C: 4.5322 -1.7605 -1.5626
N: 4.5958 -2.0849 -2.6957
H: 2.9016 0.3815 -1.7625
H: 1.9646 1.0821 -0.4478
H: 3.7173 1.3306 -0.5054
H: 2.2895 -1.3446 -0.0589
H: 3.0549 -0.3865 1.2045
H: 4.5489 -2.2317 0.5096
H: 5.2839 -0.6745 0.1043
C: 7.3646 -3.3255 -4.0921
C: 7.0764 -3.7643 -5.5233
C: 8.1553 -4.6893 -6.0923
C: 9.4795 -3.9816 -6.1093
N: 10.5189 -3.4246 -6.1227
H: 8.2882 -2.7442 -4.0266
H: 6.5557 -2.6925 -3.7194
H: 7.4542 -4.1902 -3.4276
H: 6.9804 -2.8750 -6.1542
H: 6.1129 -4.2823 -5.5490
H: 7.8969 -4.9859 -7.1120
H: 8.2422 -5.5959 -5.4873
C: 2.8315 6.0181 0.0189
C: 2.3190 6.3807 1.4088
C: 1.0955 5.5607 1.8248
C: -0.0323 5.8022 0.8643
N: -0.9178 5.9921 0.1077
H: 2.0855 6.2252 -0.7527
H: 3.7200 6.6059 -0.2234
H: 3.0989 4.9584 -0.0363
H: 2.0747 7.4475 1.4297
H: 3.1198 6.2200 2.1363
H: 0.7747 5.8464 2.8297
H: 1.3337 4.4937 1.8356
C: -1.9778 -0.4987 6.0102
C: -2.8218 -1.7672 6.0848
C: -3.8202 -1.8864 4.9310
C: -4.7706 -0.7242 4.9555
N: -5.5155 0.1906 4.9747
H: -2.5944 0.4007 6.0850
H: -1.2617 -0.4702 6.8349
H: -1.4173 -0.4547 5.0713
H: -3.3559 -1.7823 7.0401
H: -2.1585 -2.6369 6.0735
H: -4.3901 -2.8146 5.0207
H: -3.2975 -1.9010 3.9707
C: 5.2976 -5.7980 -2.4186
C: 5.7572 -6.6487 -1.2389
C: 5.2032 -6.1560 0.0996
C: 5.6704 -4.7532 0.3611
N: 6.0376 -3.6508 0.5667
H: 5.6519 -4.7678 -2.3356
H: 5.6921 -6.2021 -3.3544
H: 4.2057 -5.7817 -2.4885
H: 6.8515 -6.6526 -1.2084
H: 5.4365 -7.6822 -1.3991
H: 5.5473 -6.8027 0.9106
H: 4.1100 -6.1739 0.0923

Properties
2S+1   1
SMILES   O=C1O[C@H](c2ccncc2)[C@@H](O)O1.CCCC#N.CCCC#N.CCCC#N.CCCC#N.CCCC#N.CCCC#N
LUMO energy   -0.2275 eV
Frontier orbital gap   9.3229 eV

Here are the Mulliken charges for atoms 1 to 8, given in e: number 1, O, carries -0.545; number 2, C, carries 0.481; number 3, O, carries -0.380; number 4, C, carries 0.579; number 5, C, carries 0.074; number 6, C, carries -0.749; number 7, C, carries -0.062; number 8, N, carries -0.208


Computed, not measured: a molecular structure, C10F30Li4N5O20S10 in a non-equilibrium geometry, with ωB97M-V/def2-TZVPD.

CARTESIAN COORDINATES (ANGSTROEM)
Li: 7.3421 1.4563 -1.8926
Li: -1.5108 2.7351 -4.9332
Li: -5.3233 -1.6661 -3.2647
Li: 1.3897 0.4418 -5.5568
C: 1.9586 4.2420 -3.5737
F: 0.8711 4.2906 -4.3690
F: 3.0455 3.9326 -4.2910
F: 2.0811 5.4773 -3.1241
S: 1.7902 2.9852 -2.0896
O: 3.1118 2.4295 -1.8198
O: 1.1985 3.6875 -0.9203
N: 0.7274 1.7294 -2.8235
S: 0.2692 0.7598 -1.6572
O: 0.4950 1.2630 -0.2993
O: -0.9871 0.1244 -1.9485
C: 1.5476 -0.6713 -1.9054
F: 2.7114 -0.1926 -1.5981
F: 1.0899 -1.6712 -1.1483
F: 1.5225 -1.0158 -3.1630
C: -0.7454 -7.9421 8.3094
F: -0.8784 -8.4313 7.0011
F: -1.9294 -7.5253 8.8225
F: -0.3783 -8.9212 9.0511
S: 0.5859 -6.5867 8.4414
O: 0.0808 -5.6142 9.4470
O: 1.8166 -7.3135 8.8396
N: 0.5610 -6.0584 6.7595
S: 0.7531 -4.5348 6.8548
O: -0.4595 -3.7822 7.2438
O: 1.9547 -4.1707 7.5781
C: 1.0308 -4.1303 4.9556
F: 2.2587 -4.4800 4.6422
F: 0.0971 -4.7772 4.2688
F: 0.9686 -2.8384 4.8021
C: 4.8271 3.5748 2.8303
F: 3.7599 4.3170 2.7467
F: 5.0109 3.2080 4.1028
F: 4.6217 2.5870 2.0076
S: 6.4004 4.6854 2.1958
O: 7.2859 4.6376 3.3164
O: 6.9225 3.9781 1.0030
N: 5.6179 6.2029 1.8984
S: 6.7742 7.0857 1.3451
O: 6.5694 8.4569 1.7554
O: 8.1959 6.6630 1.3934
C: 6.2865 7.0993 -0.5388
F: 5.3032 7.9624 -0.6747
F: 7.3131 7.5211 -1.2462
F: 6.0220 5.8791 -0.9611
C: -7.2563 -0.4327 3.1067
F: -8.5586 -0.2830 3.3355
F: -6.8211 0.6488 2.5438
F: -6.6652 -0.6473 4.2725
S: -6.9758 -2.0232 1.8704
O: -8.2137 -2.2444 1.1730
O: -5.7921 -1.7455 1.0387
N: -6.7957 -3.2827 2.9622
S: -5.3243 -3.3909 3.2701
O: -4.6683 -4.3865 2.4198
O: -4.6188 -2.1148 3.5061
C: -5.4842 -4.2178 5.0095
F: -6.1349 -5.3085 4.7650
F: -4.2074 -4.5255 5.4046
F: -6.1064 -3.4037 5.8739
C: -1.2805 -1.7596 -8.0460
F: -0.1427 -1.4649 -8.6997
F: -1.9754 -2.6586 -8.7746
F: -0.9420 -2.2621 -6.8783
S: -2.3769 -0.1397 -7.7606
O: -3.3644 -0.0629 -8.8105
O: -3.0389 -0.1993 -6.4428
N: -1.1066 1.1201 -7.6126
S: -0.8934 1.6267 -9.0858
O: 0.3752 2.3179 -8.9575
O: -1.1129 0.7312 -10.1744
C: -2.3464 2.9883 -9.2339
F: -3.5433 2.4428 -9.1250
F: -2.3835 3.9531 -8.3245
F: -2.2029 3.6351 -10.4383

Properties
Net charge   -1
2S+1   1
LUMO energy   -2.7309 eV
Frontier orbital gap   2.7174 eV

Here are the Mulliken charges for atoms 1 to 8, given in e: number 1, Li, carries 0.996; number 2, Li, carries 0.865; number 3, Li, carries 0.997; number 4, Li, carries 0.879; number 5, C, carries 0.544; number 6, F, carries -0.200; number 7, F, carries -0.199; number 8, F, carries -0.183


Computed, not measured: a molecular structure, C13H28FN2O14S3, with ωB97M-V/def2-TZVPD.

CARTESIAN COORDINATES (ANGSTROEM)
C: -0.7595 1.1204 -2.5856
C: -1.0359 0.0975 -1.4723
O: -0.1832 0.3301 -0.3410
C: -2.4972 0.1144 -1.0331
N: -3.3773 -0.4555 -2.0413
C: -4.3062 -1.4918 -1.5999
C: -5.7710 -1.1406 -1.8720
O: -6.5492 -0.8613 -0.7015
S: -6.1302 0.2840 0.3366
O: -7.3641 0.6960 0.9132
O: -5.1108 -0.2692 1.1733
N: -5.3972 1.4112 -0.5464
S: -6.1020 2.3200 -1.5815
O: -7.5254 2.2585 -1.6844
O: -5.3213 2.4537 -2.7817
S: -5.6844 4.2453 -0.6174
O: -4.3263 4.3171 -0.1937
O: -6.7540 4.6634 0.2249
F: -5.7759 5.1675 -1.9079
H: -0.3759 0.6518 -3.4929
H: -1.6621 1.6685 -2.8628
H: -0.0134 1.8349 -2.2376
H: -0.7935 -0.9046 -1.8307
H: -0.6099 1.0061 0.2015
H: -2.7789 1.1579 -0.8328
H: -2.5953 -0.4226 -0.0864
H: -3.8821 0.2841 -2.5086
H: -4.1902 -1.6657 -0.5285
H: -4.0879 -2.4407 -2.1047
H: -5.8409 -0.2942 -2.5595
H: -6.3012 -1.9738 -2.3311
C: 2.2236 -0.1373 5.7532
C: 1.6857 -1.5337 5.5291
O: 1.0465 -1.6651 4.2509
C: 1.8662 -1.7902 3.2071
O: 3.0711 -1.8661 3.2652
O: 1.1353 -1.8362 2.1048
C: 1.8804 -1.9115 0.8826
H: 1.4271 0.5984 5.6394
H: 2.6289 -0.0573 6.7627
H: 3.0162 0.0936 5.0435
H: 0.8979 -1.7636 6.2439
H: 2.4698 -2.2858 5.6185
H: 2.5690 -2.7547 0.9102
H: 2.4251 -0.9838 0.7152
H: 1.1428 -2.0372 0.0980
C: 7.1795 0.6685 -3.0595
C: 6.1690 -0.4480 -2.9148
O: 6.3634 -1.2024 -1.7061
C: 5.9137 -0.6156 -0.5936
O: 5.3548 0.4492 -0.5354
O: 6.1921 -1.4073 0.4376
C: 5.7560 -0.8981 1.7074
H: 8.1945 0.2718 -3.0124
H: 7.0441 1.1626 -4.0221
H: 7.0552 1.4097 -2.2722
H: 6.2881 -1.1840 -3.7079
H: 5.1476 -0.0694 -2.9399
H: 4.6934 -0.6777 1.6902
H: 6.3189 -0.0020 1.9654
H: 5.9467 -1.6889 2.4250

Properties
Net charge   -1
2S+1   1
LUMO energy   2.2164 eV
Frontier orbital gap   8.3376 eV

Here are the natural (NBO) charges for atoms 1 to 8, given in e: number 1, C, carries -0.644; number 2, C, carries 0.092; number 3, O, carries -0.738; number 4, C, carries -0.248; number 5, N, carries -0.650; number 6, C, carries -0.260; number 7, C, carries -0.073; number 8, O, carries -0.721


Computed, not measured: a molecular structure, C14H33N5PtS2, with ωB97M-V/def2-TZVPD.

CARTESIAN COORDINATES (ANGSTROEM)
Pt: 0.5627 -0.0867 -0.1484
N: 2.1492 -0.0157 1.6663
C: 2.4642 -1.4029 2.0138
C: 1.1649 -2.1768 2.1617
N: 0.2085 -1.9724 1.0361
C: -1.1828 -1.8921 1.5506
C: -1.4783 -0.5346 2.1607
N: -1.2926 0.5194 1.1496
C: 0.3199 -3.0355 -0.0006
C: 1.6446 -2.9906 -0.7449
N: 1.8667 -1.6456 -1.3318
H: 1.7931 0.5038 2.4626
H: 2.9609 0.4889 1.3288
H: 3.0960 -1.8051 1.2261
H: 3.0292 -1.4837 2.9451
H: 1.3612 -3.2455 2.2803
H: 0.6698 -1.8477 3.0750
H: -1.8474 -2.0662 0.7061
H: -1.3577 -2.6917 2.2759
H: -2.4882 -0.5385 2.5753
H: -0.8014 -0.3225 2.9892
H: -2.0814 0.5647 0.5119
H: -1.2035 1.4361 1.5733
H: 0.1799 -4.0160 0.4648
H: -0.4987 -2.8764 -0.7043
H: 2.4743 -3.2278 -0.0835
H: 1.6374 -3.7629 -1.5150
H: 2.8557 -1.4387 -1.4154
H: 1.4799 -1.6050 -2.2702
C: 1.4576 4.3127 -0.7059
C: 1.6351 3.1548 0.2967
C: 3.0733 3.1942 0.8427
C: 0.6446 3.3477 1.4539
C: 1.3533 1.8927 -0.4435
H: 1.5852 5.2652 -0.1894
H: 0.4635 4.3004 -1.1549
H: 2.1998 4.2602 -1.5030
H: 3.3161 4.2080 1.1642
H: 3.7992 2.9044 0.0825
H: 3.1998 2.5543 1.7197
H: 0.8921 4.2517 2.0115
H: 0.6837 2.5107 2.1583
H: -0.3773 3.4543 1.0829
H: 1.2300 1.8436 -1.5369
S: -0.8327 -0.2154 -2.3429
C: -2.4814 -0.5513 -2.5316
N: -3.0943 -0.5037 -3.6935
C: -4.5584 -0.6022 -3.7050
C: -4.9492 -1.2643 -2.3828
S: -3.5729 -0.9119 -1.2386
H: -2.5752 -0.2500 -4.5237
H: -4.8761 -1.2011 -4.5554
H: -4.9833 0.3977 -3.7976
H: -5.0556 -2.3422 -2.4724
H: -5.8633 -0.8429 -1.9746

Properties
Net charge   +2
2S+1   5
LUMO energy (spin up / spin down)   -5.3288 / -7.9417 eV
Frontier orbital gap (spin up / spin down)   7.8347 / 7.1488 eV

Here are the natural (NBO) charges for atoms 1 to 8, given in e: number 1, Pt, carries 1.129; number 2, N, carries -0.810; number 3, C, carries -0.239; number 4, C, carries -0.250; number 5, N, carries -0.417; number 6, C, carries -0.243; number 7, C, carries -0.244; number 8, N, carries -0.825